# 1
6
Properties=species:S:1:pos:R:3:forces:R:3:lowdin_charge:R:1 method="wB97M-V/def2-TZVPD" e_lumo_ev=0.71 smiles=O.S total_charge=0 max_force_ha_per_bohr=0.0242 e_tot_ha=-475.806426 homo_ev=-9.84 e_above_lowest_kj_mol=12.2
O -3.420 0.396 -1.533 0.6 -1.1 0.0 -0.091
H -3.469 -0.332 -0.874 0.1 0.8 -0.7 0.046
H -2.793 0.069 -2.217 -0.7 0.3 0.8 0.046
S 3.659 -0.249 1.596 -0.3 0.0 0.0 0.451
H 2.936 -0.086 2.720 0.1 0.0 -0.2 -0.225
H 2.578 -0.077 0.814 0.2 0.0 0.1 -0.226

---

# 2
6
Properties=species:S:1:pos:R:3:forces:R:3:lowdin_charge:R:1 method="wB97M-V/def2-TZVPD" e_lumo_ev=0.58 smiles=O.S total_charge=0 max_force_ha_per_bohr=0.0242 e_tot_ha=-475.806446 homo_ev=-9.85 e_above_lowest_kj_mol=12.1
O -2.878 0.412 -1.418 0.6 -1.1 0.0 -0.091
H -2.927 -0.317 -0.758 0.1 0.8 -0.7 0.046
H -2.250 0.085 -2.102 -0.7 0.3 0.8 0.046
S 3.287 -0.171 1.312 -0.3 0.0 0.0 0.452
H 2.564 -0.008 2.436 0.1 0.0 -0.2 -0.225
H 2.205 0.000 0.530 0.2 0.0 0.1 -0.227

---

# 3
7
Properties=species:S:1:pos:R:3:forces:R:3:lowdin_charge:R:1 method="wB97M-V/def2-TZVPD" e_lumo_ev="2.50 / 2.50" total_charge=-1 max_force_ha_per_bohr=0.0254 s_squared=0.75 e_tot_ha=-1196.948657 homo_ev="-1.31 / -2.88" spin_multiplicity=2 e_above_lowest_kj_mol=8.4
S -3.897 -2.098 -3.413 -0.2 -0.1 0.1 0.456
H -3.107 -2.873 -4.169 0.1 0.2 0.0 -0.231
H -3.231 -0.961 -3.654 0.1 -0.1 -0.1 -0.225
S 2.489 0.642 1.914 -0.1 -0.8 -1.0 -0.140
S 2.572 2.327 3.731 0.0 0.9 0.9 -0.140
H 2.265 1.657 1.071 0.0 0.0 0.0 -0.358
H 2.908 1.306 4.519 0.0 0.0 0.1 -0.361

---

# 4
8
Properties=species:S:1:pos:R:3:forces:R:3:lowdin_charge:R:1 method="wB97M-V/def2-TZVPD" e_lumo_ev=0.12 smiles=SS.SS total_charge=0 max_force_ha_per_bohr=0.0075 e_tot_ha=-1595.126524 homo_ev=-9.23 e_above_lowest_kj_mol=0.0
S 1.962 1.124 -0.503 -0.1 0.2 0.0 0.242
S 0.132 1.992 -0.045 0.3 0.2 0.1 0.238
H 1.996 0.305 0.550 0.0 -0.2 0.1 -0.215
H -0.505 1.537 -1.120 -0.3 -0.2 -0.2 -0.211
S -1.312 -1.727 -0.708 0.0 0.2 0.2 0.217
S -1.349 -1.460 1.350 0.2 -0.1 -0.2 0.226
H 0.013 -1.590 -0.858 0.1 -0.2 -0.1 -0.223
H -0.936 -0.183 1.334 -0.2 0.1 0.1 -0.274